1.
Entry from the Open Molecules 2025 dataset: a molecular structure, C3H3Br at a distorted geometry (ωB97M-V with the def2-TZVPD basis set).

Structure (ORCA input):
```
! RIJCOSX wB97M-V def2-TZVPD def2/J DEFGRID3
* xyz 0 1
C -0.564 1.494 0.317
C 0.457 0.924 0.004
C 2.780 -1.893 -0.690
Br 2.171 0.533 0.079
H -1.406 2.005 0.510
H 3.838 -1.717 -1.161
H 3.171 -1.975 0.470
*
```

The total energy is -2689.848097 hartree. The orbital gap comes out at 0.326 hartree. For the maximum force, the calculation gives 3.90 eV/Å. Its energy above the lowest of the compared OMol25 structures with the same formula, charge and spin is 126.4 kcal/mol.



2.
Entry from the Open Molecules 2025 dataset: a molecular structure, C3H3Br2Cl at a distorted geometry (ωB97M-V with the def2-TZVPD basis set).

Structure (ORCA input):
```
! RIJCOSX wB97M-V def2-TZVPD def2/J DEFGRID3
* xyz 0 1
C -0.191 -0.494 -0.675
C 1.830 1.052 0.816
C -1.448 0.166 -0.185
Cl 2.230 -0.345 1.625
Br -0.207 -2.379 -0.368
Br 2.803 1.273 -0.704
H -1.996 -0.533 0.558
H -1.046 1.135 0.163
H -1.975 0.125 -1.231
*
```

The total energy is -5724.084766 hartree. The orbital gap comes out at 0.283 hartree. For the maximum force, the calculation gives 2.73 eV/Å. Its energy above the lowest of the compared OMol25 structures with the same formula, charge and spin is 132.5 kcal/mol.



3.
Entry from the Open Molecules 2025 dataset: C3H3Br2N in the gas phase at a distorted geometry (ωB97M-V with the def2-TZVPD basis set).

Structure (ORCA input):
```
! RIJCOSX wB97M-V def2-TZVPD def2/J DEFGRID3
* xyz 0 1
C -0.194 -1.554 0.145
C 0.478 0.779 -0.510
C -0.484 0.102 0.484
N 0.039 -2.638 -0.150
Br 2.225 0.495 0.244
Br -2.403 0.406 0.175
H 0.290 0.242 -1.499
H 0.433 1.884 -0.462
H -0.386 0.283 1.573
*
```

The total energy is -5318.847198 hartree. The SMILES is N#C[C@H](Br)CBr. The orbital gap comes out at 0.408 hartree. For the maximum force, the calculation gives 4.01 eV/Å. Its energy above the lowest of the compared OMol25 structures with the same formula, charge and spin is 18.4 kcal/mol.



4.
Entry from the Open Molecules 2025 dataset: C3H3Br2N in the gas phase at a distorted geometry (ωB97M-V with the def2-TZVPD basis set).

Structure (ORCA input):
```
! RIJCOSX wB97M-V def2-TZVPD def2/J DEFGRID3
* xyz 0 1
C 0.689 -0.481 -0.874
C -0.218 -0.629 0.353
C -0.137 0.811 0.177
N 0.531 0.750 -1.069
Br 0.400 -1.512 1.911
Br -1.752 1.900 0.029
H 1.160 -1.217 -1.625
H -1.213 -0.954 -0.028
H 0.541 1.332 1.126
*
```

The total energy is -5318.813330 hartree. The orbital gap comes out at 0.399 hartree. For the maximum force, the calculation gives 7.32 eV/Å. Its energy above the lowest of the compared OMol25 structures with the same formula, charge and spin is 39.6 kcal/mol.



5.
Entry from the Open Molecules 2025 dataset: a molecular structure, C3H3Br2NO at a distorted geometry (ωB97M-V with the def2-TZVPD basis set).

Structure (ORCA input):
```
! RIJCOSX wB97M-V def2-TZVPD def2/J DEFGRID3
* xyz 0 3
C -1.310 -0.567 0.093
C 1.149 -0.076 0.219
C 0.087 0.598 -0.582
N -0.760 -1.224 0.995
O 0.531 -0.979 1.206
Br -3.001 -0.554 -0.577
Br -0.334 2.409 -0.099
H 1.787 -0.707 -0.406
H 1.755 0.613 0.807
H 0.096 0.487 -1.655
*
```

The total energy is -5393.860289 hartree. As for the expectation value of S²: 2.0129. The orbital gap (alpha / beta) comes out at 0.229 / 0.252 hartree. For the maximum force, the calculation gives 13.13 eV/Å. Its energy above the lowest of the compared OMol25 structures with the same formula, charge and spin is 54.2 kcal/mol.



6.
Entry from the Open Molecules 2025 dataset: a molecular structure, C3H3Br2NO4 at a distorted geometry (ωB97M-V with the def2-TZVPD basis set).

Structure (ORCA input):
```
! RIJCOSX wB97M-V def2-TZVPD def2/J DEFGRID3
* xyz 0 1
C -0.926 0.228 -2.136
C 0.888 -0.210 -0.750
C -0.179 -0.536 1.562
N 0.326 0.713 1.787
O 1.509 0.813 2.153
O -1.130 -0.853 -2.515
O -0.332 1.666 1.363
O -0.020 0.618 -1.157
Br -1.919 -0.623 0.962
Br 0.532 -1.911 2.464
H -1.213 1.209 -2.597
H 0.881 -1.291 -1.022
H 1.581 0.176 -0.114
*
```

The total energy is -5619.621058 hartree. The orbital gap (alpha / beta) comes out at 0.277 / 0.235 hartree. For the maximum force, the calculation gives 3.83 eV/Å. Its energy above the lowest of the compared OMol25 structures with the same formula, charge and spin is 39.4 kcal/mol.



7.
Entry from the Open Molecules 2025 dataset: a molecular structure, C3H3Br2NO4 at a distorted geometry (ωB97M-V with the def2-TZVPD basis set).

Structure (ORCA input):
```
! RIJCOSX wB97M-V def2-TZVPD def2/J DEFGRID3
* xyz 0 1
C 1.373 -0.665 -0.891
C -0.804 -0.080 -0.324
C -0.062 0.686 1.882
N -1.799 0.894 -0.355
O 1.313 -1.831 -0.606
O -2.891 0.487 0.064
O -1.432 2.036 -0.481
O 0.376 0.253 -0.901
Br 0.965 2.085 1.246
Br 0.907 -0.803 2.601
H 2.106 -0.211 -1.461
H -1.042 -1.073 -0.361
H -1.091 1.079 2.071
*
```

The total energy is -5619.623748 hartree. The orbital gap (alpha / beta) comes out at 0.287 / 0.264 hartree. For the maximum force, the calculation gives 3.33 eV/Å. Its energy above the lowest of the compared OMol25 structures with the same formula, charge and spin is 37.7 kcal/mol.



8.
Entry from the Open Molecules 2025 dataset: a molecular structure, C3H3Br3 at a distorted geometry (ωB97M-V with the def2-TZVPD basis set).

Structure (ORCA input):
```
! RIJCOSX wB97M-V def2-TZVPD def2/J DEFGRID3
* xyz 0 1
C 0.537 0.580 -0.003
C 1.265 -0.382 0.525
C -1.291 0.068 -0.396
Br 3.153 -0.170 0.553
Br -2.662 1.202 0.337
Br -1.474 -1.702 0.207
H 1.004 1.517 -0.477
H 0.855 -1.341 0.774
H -1.388 0.226 -1.521
*
```

The total energy is -7838.062028 hartree. The orbital gap comes out at 0.373 hartree. For the maximum force, the calculation gives 4.15 eV/Å. Its energy above the lowest of the compared OMol25 structures with the same formula, charge and spin is 42.7 kcal/mol.



9.
Entry from the Open Molecules 2025 dataset: a molecular structure, C3H3Br3O at a distorted geometry (ωB97M-V with the def2-TZVPD basis set).

Structure (ORCA input):
```
! RIJCOSX wB97M-V def2-TZVPD def2/J DEFGRID3
* xyz 0 1
C 1.206 -0.826 -0.416
C 0.652 -0.727 0.902
C -1.350 0.987 -0.040
O 1.808 -0.178 0.681
Br -0.429 2.549 -0.892
Br -2.080 -0.083 -1.333
Br -2.569 1.630 1.337
H 1.523 -1.882 -0.794
H 0.936 -0.096 -1.151
H 0.303 -1.375 1.705
*
```

The total energy is -7913.186628 hartree. The orbital gap (alpha / beta) comes out at 0.317 / 0.251 hartree. For the maximum force, the calculation gives 3.35 eV/Å. Its energy above the lowest of the compared OMol25 structures with the same formula, charge and spin is 106.3 kcal/mol.



10.
Entry from the Open Molecules 2025 dataset: a molecular structure, C3H3Br4Cl at a distorted geometry (ωB97M-V with the def2-TZVPD basis set).

Structure (ORCA input):
```
! RIJCOSX wB97M-V def2-TZVPD def2/J DEFGRID3
* xyz 0 1
C -1.406 -0.276 -0.377
C -0.559 0.552 0.488
C 1.670 -0.061 -0.037
Cl -1.672 -1.868 0.323
Br -0.629 2.384 0.326
Br 1.946 -1.250 1.436
Br 1.657 -0.897 -1.678
Br 2.743 1.589 -0.120
H -2.358 0.214 -0.525
H -0.862 -0.659 -1.292
H -0.531 0.271 1.457
*
```

The total energy is -10872.248571 hartree. The orbital gap (alpha / beta) comes out at 0.299 / 0.299 hartree. For the maximum force, the calculation gives 4.06 eV/Å. Its energy above the lowest of the compared OMol25 structures with the same formula, charge and spin is 38.3 kcal/mol.



11.
Entry from the Open Molecules 2025 dataset: 2 unconnected molecules or ions with the total composition C3H3BrN2S at a distorted geometry (ωB97M-V with the def2-TZVPD basis set).

Structure (ORCA input):
```
! RIJCOSX wB97M-V def2-TZVPD def2/J DEFGRID3
* xyz 0 1
C -0.095 0.527 1.309
C -0.338 -0.829 1.462
C 0.623 -0.209 -0.586
N 0.434 0.791 0.107
N 0.766 -0.680 -3.192
S 0.169 -1.776 0.055
Br 2.050 -1.808 -3.070
H -0.413 1.271 2.004
H -0.599 -1.400 2.265
H 1.085 0.221 -3.452
*
```

The total energy is -3197.632393 hartree. The orbital gap (alpha / beta) comes out at 0.297 / 0.308 hartree. For the maximum force, the calculation gives 3.40 eV/Å. Its energy above the lowest of the compared OMol25 structures with the same formula, charge and spin is 104.4 kcal/mol.



12.
Entry from the Open Molecules 2025 dataset: 3 unconnected molecules or ions with the total composition C3H3BrNO2 at a distorted geometry (ωB97M-V with the def2-TZVPD basis set).

Structure (ORCA input):
```
! RIJCOSX wB97M-V def2-TZVPD def2/J DEFGRID3
* xyz -1 1
C 1.305 1.770 -0.509
C 1.650 0.158 -2.093
C 0.086 1.246 -0.030
N 2.270 2.378 -0.624
O 0.847 0.460 -2.839
O 2.465 -0.372 -1.427
Br -1.714 0.438 2.463
H -0.664 1.604 -0.747
H -0.038 1.396 1.050
H 0.068 0.078 0.134
*
```

The total energy is -2895.454516 hartree. The orbital gap comes out at 0.264 hartree. For the maximum force, the calculation gives 4.73 eV/Å. Its energy above the lowest of the compared OMol25 structures with the same formula, charge and spin is 18.8 kcal/mol.



13.
Entry from the Open Molecules 2025 dataset: a molecular structure, C3H3BrO at a distorted geometry (ωB97M-V with the def2-TZVPD basis set).

Structure (ORCA input):
```
! RIJCOSX wB97M-V def2-TZVPD def2/J DEFGRID3
* xyz 0 1
C -0.108 0.451 0.334
C -1.175 -0.355 -0.280
C 0.617 -0.659 0.451
O -0.581 -1.517 0.087
Br -3.807 0.101 -0.179
H 0.131 1.468 0.295
H -1.239 -0.257 -1.285
H 1.425 -1.093 0.913
*
```

The total energy is -2765.193813 hartree. The orbital gap comes out at 0.286 hartree. For the maximum force, the calculation gives 4.94 eV/Å. Its energy above the lowest of the compared OMol25 structures with the same formula, charge and spin is 87.0 kcal/mol.



14.
Entry from the Open Molecules 2025 dataset: a molecular structure, C3H3CaFO2 at a distorted geometry (ωB97M-V with the def2-TZVPD basis set).

Structure (ORCA input):
```
! RIJCOSX wB97M-V def2-TZVPD def2/J DEFGRID3
* xyz 2 1
F -0.127 0.181 -2.914
H 1.061 -0.399 -1.367
H -0.029 1.930 -0.135
O -0.852 0.326 0.988
O 0.823 -0.960 0.840
C -0.024 0.858 0.004
C 0.973 -0.058 -0.175
C -0.261 -0.686 1.533
H -0.606 0.738 -2.161
Ca -0.959 -1.930 3.388
*
```

The total energy is -1043.294408 hartree. The orbital gap comes out at 0.303 hartree. For the maximum force, the calculation gives 4.82 eV/Å. Its energy above the lowest of the compared OMol25 structures with the same formula, charge and spin is 0.0 kcal/mol.



15.
Entry from the Open Molecules 2025 dataset: a molecular structure, C3H3CdO3 at a distorted geometry (ωB97M-V with the def2-TZVPD basis set).

Structure (ORCA input):
```
! RIJCOSX wB97M-V def2-TZVPD def2/J DEFGRID3
* xyz 3 1
C -1.837 0.395 0.030
C -2.145 -0.957 0.010
O -2.331 1.510 0.069
H -2.533 -1.366 -0.929
H -2.474 -1.409 0.954
H -1.722 2.272 -0.067
O -0.222 -1.356 -0.063
C 0.195 -0.202 -0.051
Cd 2.518 1.816 -0.348
O 1.194 0.432 0.027
*
```

The total energy is -508.023553 hartree. The orbital gap comes out at 0.230 hartree. For the maximum force, the calculation gives 5.30 eV/Å. Its energy above the lowest of the compared OMol25 structures with the same formula, charge and spin is 77.8 kcal/mol.



16.
Entry from the Open Molecules 2025 dataset: a molecular structure, C3H3CeO4 at a distorted geometry (ωB97M-V with the def2-TZVPD basis set).

Structure (ORCA input):
```
! RIJCOSX wB97M-V def2-TZVPD def2/J DEFGRID3
* xyz 1 3
C -0.135 0.343 -1.349
C -0.480 1.470 -0.632
O 0.060 1.853 0.485
H -0.217 0.425 -2.964
H -1.210 2.158 -1.094
H 0.538 -0.380 -0.856
C 0.245 -2.362 2.208
O 0.081 -3.487 2.022
O 0.398 -1.221 2.385
Ce 1.674 1.315 2.147
O -0.953 -0.116 -2.353
*
```

The total energy is -891.809767 hartree. As for the expectation value of S²: 2.0043. The orbital gap (alpha / beta) comes out at 0.183 / 0.189 hartree. For the maximum force, the calculation gives 5.75 eV/Å. Its energy above the lowest of the compared OMol25 structures with the same formula, charge and spin is 78.6 kcal/mol.



17.
Entry from the Open Molecules 2025 dataset: 2 unconnected molecules or ions with the total composition C3H3Cl2F at a distorted geometry (ωB97M-V with the def2-TZVPD basis set).

Structure (ORCA input):
```
! RIJCOSX wB97M-V def2-TZVPD def2/J DEFGRID3
* xyz 0 1
C -0.455 -0.602 0.180
C -1.207 0.226 -0.545
C 1.500 -0.044 0.704
F 1.663 1.300 0.729
Cl -2.323 1.442 -0.003
Cl 2.640 -0.647 -0.404
H -0.821 -0.688 1.154
H 0.057 -1.419 -0.327
H -1.055 0.431 -1.488
*
```

The total energy is -1136.197455 hartree. The orbital gap (alpha / beta) comes out at 0.284 / 0.284 hartree. For the maximum force, the calculation gives 5.13 eV/Å. Its energy above the lowest of the compared OMol25 structures with the same formula, charge and spin is 87.8 kcal/mol.



18.
Entry from the Open Molecules 2025 dataset: C3H3Cl2F3 in the gas phase at a distorted geometry (ωB97M-V with the def2-TZVPD basis set).

Structure (ORCA input):
```
! RIJCOSX wB97M-V def2-TZVPD def2/J DEFGRID3
* xyz 0 1
C -0.550 0.108 0.472
C 0.269 -0.794 -0.371
C 1.696 -0.627 -0.160
H -0.333 0.302 1.508
H -0.126 -0.821 -1.374
H 2.298 -1.542 -0.227
F -0.120 -2.063 0.156
F 2.104 0.417 -1.047
F 1.961 0.045 1.133
Cl -2.218 -0.416 -0.129
Cl -0.478 1.848 0.027
*
```

The total energy is -1336.046261 hartree. The SMILES is FC(F)[C@@H](F)C(Cl)Cl. The orbital gap comes out at 0.430 hartree. For the maximum force, the calculation gives 4.94 eV/Å. Its energy above the lowest of the compared OMol25 structures with the same formula, charge and spin is 46.5 kcal/mol.



19.
Entry from the Open Molecules 2025 dataset: C3H3Cl2N3O in the gas phase at a distorted geometry (ωB97M-V with the def2-TZVPD basis set).

Structure (ORCA input):
```
! RIJCOSX wB97M-V def2-TZVPD def2/J DEFGRID3
* xyz 0 1
C 0.291 -0.258 -0.836
C 1.296 -0.146 0.001
C -1.214 0.048 -0.170
N -1.093 0.654 1.047
N -0.113 0.751 1.789
N 1.093 0.173 1.396
O -2.006 0.622 -1.131
Cl 2.967 -0.572 -0.382
Cl -1.740 -1.674 0.312
H 0.429 -0.385 -1.925
H 1.887 0.522 1.918
H -1.797 0.265 -2.018
*
```

The total energy is -1275.911721 hartree. The SMILES is O[C@@]1(Cl)C=C(Cl)NN=N1. The orbital gap comes out at 0.361 hartree. For the maximum force, the calculation gives 6.79 eV/Å. Its energy above the lowest of the compared OMol25 structures with the same formula, charge and spin is 4.4 kcal/mol.



20.
Entry from the Open Molecules 2025 dataset: 2 unconnected molecules or ions with the total composition C3H3Cl2NO at a distorted geometry (ωB97M-V with the def2-TZVPD basis set).

Structure (ORCA input):
```
! RIJCOSX wB97M-V def2-TZVPD def2/J DEFGRID3
* xyz 0 1
C 1.367 0.104 -0.836
C -0.829 -0.424 1.181
C -1.665 -0.215 0.240
N 1.487 0.728 0.221
O 2.106 1.442 0.930
Cl -3.005 -1.404 -0.126
Cl -1.701 1.024 -0.945
H 2.063 0.290 -1.665
H 0.433 -0.581 -0.875
H -0.257 -0.964 1.874
*
```

The total energy is -1166.252425 hartree. The orbital gap (alpha / beta) comes out at 0.286 / 0.346 hartree. For the maximum force, the calculation gives 3.06 eV/Å. Its energy above the lowest of the compared OMol25 structures with the same formula, charge and spin is 146.6 kcal/mol.